Here is a molecular structure, C11H10BrF3O3RhS from the OMol25 dataset. Energies are from the ωB97M-V functional and the def2-TZVPD basis.

As for the net charge: -1. Its LUMO energy (spin up / spin down) is 0.12382 / 0.04776 Ha. The calculation puts the HOMO energy (spin up / spin down) at -2.9 / -4.6 eV. The relative energy (zero: lowest compared OMol25 entry of this formula, charge and spin) is 31.1 kcal/mol. As for the spin multiplicity: 5. As for the max |F|: 0.243 hartree/bohr.

XYZ file:
```
30
Properties=species:S:1:pos:R:3:forces:R:3:lowdin_charge:R:1
C -2.412 -0.746 -0.047 -4.239 -0.260 -0.504 -0.28
C -2.393 -1.245 1.301 -2.216 -1.495 0.607 -0.23
C -2.291 -0.142 2.214 -2.974 -0.510 0.569 -0.26
H -2.426 -2.279 1.644 0.119 0.279 -0.384 0.11
C -2.362 1.053 1.430 -1.721 1.211 0.490 -0.24
C -2.398 0.702 0.031 -3.068 0.566 -1.156 -0.26
H -2.529 1.409 -0.793 0.221 -0.401 0.321 0.10
H -2.604 -1.344 -0.938 0.491 0.222 0.241 0.11
H -2.247 -0.216 3.291 0.115 -0.017 -0.079 0.11
H -2.344 2.044 1.873 0.110 -0.067 -0.390 0.11
Rh -0.790 -0.082 0.894 12.454 0.713 -0.150 0.91
Br 0.957 -0.448 -0.954 0.088 -0.465 1.499 0.37
C 1.915 0.763 -3.210 -1.158 1.255 -1.375 -0.27
C 0.824 1.537 -3.665 1.857 -0.556 0.155 -0.17
C -0.173 0.654 -4.187 0.858 -1.126 -0.345 -0.13
H 0.839 2.618 -3.786 -0.165 -0.249 0.353 0.08
C 0.299 -0.676 -4.060 0.527 0.477 -0.321 -0.20
C 1.590 -0.642 -3.449 -1.009 0.293 -1.237 -0.31
H 2.287 -1.475 -3.362 -0.342 0.275 0.144 0.09
H 2.889 1.124 -2.891 -0.394 -0.050 0.183 0.09
H -1.031 0.963 -4.783 0.046 -0.109 0.428 0.08
H -0.138 -1.562 -4.513 -0.112 0.194 0.376 0.08
F 3.111 0.611 4.637 -0.222 -0.698 -0.818 0.11
C 2.733 -0.248 3.658 -0.619 -0.044 -0.524 -0.60
F 3.337 0.097 2.503 -0.009 -0.275 0.946 0.11
F 3.112 -1.502 4.012 -0.073 1.077 -0.230 0.10
S 0.850 -0.236 3.374 -0.933 -0.535 -1.770 0.54
O 0.329 -0.353 4.716 0.255 0.214 -0.357 -0.31
O 0.509 1.004 2.606 0.902 -0.822 1.555 -0.40
O 0.559 -1.380 2.453 1.211 0.903 1.774 -0.41
```
Forces are in eV/Å.


Here is a molecular structure, C3H5IrO3 from the OMol25 dataset. Energies are from the ωB97M-V functional and the def2-TZVPD basis.

As for the net charge: +3. Its LUMO energy (spin up / spin down) is -0.58128 / -0.73874 Ha. The calculation puts the HOMO energy (spin up / spin down) at -25.1 / -26.9 eV. The relative energy (zero: lowest compared OMol25 entry of this formula, charge and spin) is 94.4 kcal/mol. As for the spin multiplicity: 6. As for the max |F|: 0.108 hartree/bohr.

XYZ file:
```
12
Properties=species:S:1:pos:R:3:forces:R:3:lowdin_charge:R:1
H -1.291 -0.127 1.395 0.196 -0.216 0.075 0.19
C -1.528 -0.349 0.344 2.007 2.046 0.058 0.03
C -0.316 -0.862 -0.469 1.855 -3.139 4.221 0.04
O 0.982 -0.525 -0.002 -2.928 -2.314 -2.302 0.17
C 1.415 0.680 0.148 2.468 2.772 -0.342 -0.27
O 2.688 0.663 0.316 -2.585 -0.360 -0.290 0.32
H -2.279 -1.147 0.340 -1.401 0.886 -0.873 0.20
H -1.245 -1.097 -1.241 1.313 0.198 -1.160 0.37
H 3.092 1.533 0.190 0.858 0.682 0.400 0.19
Ir 0.026 2.298 -0.164 0.461 0.094 0.117 1.74
O -1.294 0.894 -0.462 -2.715 0.451 0.872 -0.21
H -0.249 -1.961 -0.396 0.472 -1.102 -0.777 0.24
```
Forces are in eV/Å.


Here is 2 unconnected molecules or ions with the total composition C2H7NO3 from the OMol25 dataset. Energies are from the ωB97M-V functional and the def2-TZVPD basis.

Its LUMO energy is 0.02269 Ha. The calculation puts the HOMO energy at -9.9 eV. The relative energy (zero: lowest compared OMol25 entry of this formula, charge and spin) is 30.7 kcal/mol. As for the max |F|: 0.015 hartree/bohr.

XYZ file:
```
13
Properties=species:S:1:pos:R:3:forces:R:3:lowdin_charge:R:1
O -2.408 0.859 -1.135 -0.146 -0.279 0.197 0.08
C -1.464 1.543 -1.372 0.265 -0.012 0.041 -0.40
O -0.656 2.135 -0.478 0.782 -0.022 0.146 0.06
H -1.087 1.775 -2.371 -0.211 0.201 -0.215 0.14
H -0.619 1.700 0.389 -0.672 0.056 -0.093 0.11
N 1.964 -2.299 0.323 -0.165 -0.209 0.291 0.02
C 0.899 -1.591 0.998 0.471 -0.116 0.326 -0.35
O 1.358 -0.362 1.557 -0.492 0.209 -0.348 -0.08
H 2.039 -3.237 0.684 0.221 -0.025 -0.114 0.06
H 1.929 -2.334 -0.684 -0.252 0.117 -0.027 0.06
H 0.007 -1.465 0.377 0.077 0.283 -0.095 0.11
H 0.608 -2.152 1.883 -0.081 -0.155 -0.093 0.11
H 1.506 0.263 0.840 0.202 -0.048 -0.015 0.06
```
Forces are in eV/Å.


Here is a molecular structure, C5H11F3NO16S4Zn from the OMol25 dataset. Energies are from the ωB97M-V functional and the def2-TZVPD basis.

As for the net charge: -5. Its LUMO energy is 0.35134 Ha. The calculation puts the HOMO energy at 7.2 eV. As for the max |F|: 0.074 hartree/bohr.

XYZ file:
```
41
Properties=species:S:1:pos:R:3:forces:R:3:lowdin_charge:R:1
Zn 0.654 0.106 -0.067 3.678 -0.032 1.064 0.64
S 3.104 2.417 -1.309 0.321 0.313 -0.210 0.19
O 4.293 1.596 -1.084 0.091 -0.338 -0.013 -0.42
O 3.176 3.619 -0.438 -0.391 0.426 -0.316 -0.48
O 3.048 2.819 -2.756 -0.172 0.499 -0.298 -0.54
O 1.821 1.672 -1.038 -0.679 -0.042 -0.011 -0.43
S 2.415 -1.921 -1.843 0.543 0.885 1.245 0.25
O 3.877 -2.089 -1.920 -0.055 -0.402 -0.071 -0.44
O 1.973 -1.033 -2.961 -0.681 -0.529 -0.224 -0.46
O 1.733 -3.237 -1.874 -0.378 -0.313 -0.597 -0.48
O 2.064 -1.271 -0.497 -0.025 -0.583 -1.191 -0.41
S 1.997 1.083 2.904 -0.472 -0.646 0.680 0.24
O 2.576 2.436 3.019 -0.118 -0.064 0.303 -0.45
O 3.011 0.025 2.857 0.250 0.271 -0.442 -0.42
O 1.118 0.767 4.088 -0.452 0.672 0.125 -0.52
O 1.077 1.073 1.686 0.138 -0.344 0.260 -0.43
C -2.131 -2.950 2.568 1.520 -0.105 -0.601 -0.62
F -2.177 -3.898 3.544 -0.431 -0.004 0.047 0.05
F -2.946 -3.378 1.571 -0.423 0.097 0.307 0.06
F -2.659 -1.828 3.083 -0.273 -0.273 0.064 0.09
S -0.344 -2.748 1.919 0.813 0.786 -1.685 0.48
O 0.430 -2.640 3.115 -0.423 -0.157 0.504 -0.28
O -0.129 -3.933 1.116 -0.743 -0.510 0.673 -0.32
O -0.474 -1.553 1.087 -0.801 -0.643 0.960 -0.31
C -1.866 1.310 -3.101 0.137 0.725 -1.461 -0.09
C -1.123 1.100 -1.794 -1.866 -0.444 -0.201 -0.39
C -2.104 1.048 -0.613 1.646 -0.017 1.041 -0.16
O -1.238 1.001 0.534 -1.044 0.441 -1.093 -0.26
C -1.887 0.935 1.766 -0.092 -0.422 0.645 -0.12
N -0.391 -0.169 -1.815 -0.599 0.020 -1.866 0.05
H -2.653 0.582 -3.339 -0.068 -0.119 0.491 0.06
H -1.181 1.235 -3.955 0.305 -0.227 0.280 0.08
H -2.277 2.315 -3.285 -0.213 0.012 0.602 0.06
H -0.479 1.949 -1.543 0.647 -0.340 -0.485 0.14
H -2.681 0.112 -0.620 -0.462 0.252 -0.130 0.13
H -2.673 1.982 -0.509 -0.490 -0.221 -0.358 0.12
H -1.146 0.655 2.519 0.184 0.142 -0.116 0.08
H -2.674 0.166 1.749 0.023 0.048 -0.082 0.07
H -2.344 1.895 2.060 0.086 0.130 -0.245 0.08
H -0.943 -0.977 -2.129 -0.913 0.100 1.434 0.12
H 0.155 -0.277 -2.690 1.878 0.953 0.969 0.08
```
Forces are in eV/Å.


Here is 5 unconnected molecules or ions with the total composition C13H32N5O9 from the OMol25 dataset. Energies are from the ωB97M-V functional and the def2-TZVPD basis.

As for the net charge: -1. Its LUMO energy is 0.08229 Ha. The calculation puts the HOMO energy at -1.4 eV. As for the max |F|: 0.018 hartree/bohr.

XYZ file:
```
59
Properties=species:S:1:pos:R:3:forces:R:3:lowdin_charge:R:1
C 0.779 4.049 -0.179 0.281 -0.177 -0.150 -0.13
O 0.839 3.185 -1.289 -0.048 0.243 -0.054 -0.18
C -0.437 2.739 -1.714 -0.074 -0.211 0.183 -0.24
C -1.211 1.962 -0.642 -0.220 0.363 -0.449 -0.19
C -2.228 0.980 -1.262 0.450 0.102 -0.243 -0.18
C -2.139 -0.493 -0.811 -0.600 0.418 0.199 -0.20
C -1.739 -0.755 0.652 0.056 -0.846 -0.151 -0.20
C -0.490 -1.637 0.818 0.118 0.813 0.381 -0.23
C 0.813 -1.054 0.261 0.121 -0.647 -0.158 -0.23
C 1.084 -1.270 -1.251 0.289 0.234 0.004 -0.50
N 2.469 -1.573 -1.503 0.105 0.316 0.103 -0.18
H -0.071 4.739 -0.259 -0.060 0.018 0.069 0.08
H 0.729 3.480 0.754 -0.180 0.075 0.080 0.08
H 1.701 4.631 -0.171 0.007 0.012 0.014 0.08
H -1.030 3.610 -2.036 0.007 0.001 -0.117 0.12
H -0.260 2.105 -2.582 0.121 -0.012 0.013 0.12
H -1.770 2.695 -0.055 0.170 -0.100 0.316 0.09
H -0.484 1.485 0.011 -0.052 -0.193 -0.027 0.08
H -3.236 1.383 -1.140 -0.044 -0.113 0.181 0.10
H -2.049 0.983 -2.342 -0.182 -0.043 -0.040 0.09
H -3.138 -0.912 -0.947 0.033 -0.041 -0.175 0.08
H -1.501 -1.013 -1.520 0.278 -0.083 0.273 0.06
H -1.622 0.158 1.235 0.060 0.109 -0.102 0.08
H -2.553 -1.317 1.128 -0.101 0.199 0.062 0.10
H -0.353 -1.781 1.894 -0.109 -0.102 -0.223 0.06
H -0.659 -2.625 0.380 -0.049 -0.013 -0.071 0.10
H 1.646 -1.572 0.750 0.023 0.027 -0.010 0.08
H 0.926 0.003 0.520 -0.033 0.034 0.054 0.09
H 0.376 -2.074 -1.580 -0.064 -0.031 0.004 0.06
H 0.756 -0.356 -1.787 -0.209 -0.079 -0.058 0.08
H 2.732 -1.049 -2.337 -0.016 -0.128 -0.106 -0.10
C 5.038 0.405 -1.383 0.000 -0.243 -0.077 0.02
N 6.087 0.971 -2.281 -0.037 0.000 0.104 -0.46
O 6.592 0.247 -3.114 0.041 -0.035 -0.054 0.04
O 6.385 2.142 -2.128 0.019 0.069 0.010 0.02
H 4.864 -0.637 -1.625 -0.082 0.020 -0.022 0.06
H 5.401 0.518 -0.366 -0.040 0.086 0.011 0.09
H 4.128 0.978 -1.530 -0.010 0.002 0.036 0.09
C 0.649 -4.366 5.284 0.104 0.043 0.081 0.04
N 0.147 -3.682 4.058 0.099 -0.018 0.072 -0.45
O 0.493 -2.538 3.877 0.010 -0.013 0.158 0.08
O -0.574 -4.336 3.335 -0.086 -0.031 -0.024 0.07
H 1.276 -3.670 5.829 -0.002 0.024 -0.027 0.09
H -0.218 -4.663 5.866 -0.011 -0.056 -0.039 0.09
H 1.210 -5.237 4.961 -0.054 -0.035 -0.010 0.10
C -2.642 -3.907 -3.924 0.003 -0.115 0.101 0.04
N -2.828 -2.471 -3.582 -0.028 -0.129 0.060 -0.45
O -3.849 -2.163 -2.998 -0.056 0.041 -0.133 0.05
O -1.942 -1.718 -3.908 -0.075 0.128 -0.114 0.08
H -3.505 -4.456 -3.568 -0.013 0.033 0.016 0.09
H -2.544 -3.972 -5.004 0.083 0.021 0.002 0.09
H -1.729 -4.235 -3.435 0.050 0.041 -0.053 0.10
C -1.837 4.556 3.242 0.037 0.130 0.082 0.04
N -1.006 3.322 3.237 -0.011 0.085 -0.037 -0.45
O -0.049 3.282 3.983 0.034 -0.005 0.048 0.07
O -1.348 2.450 2.473 -0.012 -0.098 0.098 0.07
H -1.418 5.249 3.962 0.025 -0.020 0.005 0.09
H -1.812 4.963 2.235 -0.045 -0.050 -0.026 0.09
H -2.848 4.264 3.510 -0.017 -0.022 -0.071 0.10
```
Forces are in eV/Å.


Here is 2 unconnected molecules or ions with the total composition CHBr3O from the OMol25 dataset. Energies are from the ωB97M-V functional and the def2-TZVPD basis.

Its LUMO energy (spin up / spin down) is 0.01424 / -0.16816 Ha. The calculation puts the HOMO energy (spin up / spin down) at -6.1 / -10.8 eV. The relative energy (zero: lowest compared OMol25 entry of this formula, charge and spin) is 20.2 kcal/mol. As for the spin multiplicity: 3. As for the max |F|: 0.158 hartree/bohr.

XYZ file:
```
6
Properties=species:S:1:pos:R:3:forces:R:3:lowdin_charge:R:1
C 0.869 0.652 -0.835 1.280 3.573 -7.188 -1.36
O 0.782 1.112 -1.920 -0.643 -0.774 0.992 -0.01
Br 1.088 -1.133 -0.228 0.384 -4.358 1.852 0.69
Br -2.272 -0.682 1.047 -0.735 0.293 0.049 0.33
Br 0.671 1.548 0.817 -0.658 1.636 4.224 0.72
H -1.137 -1.497 1.118 0.372 -0.371 0.070 -0.37
```
Forces are in eV/Å.


Here is C4H5N2P in the gas phase from the OMol25 dataset. Energies are from the ωB97M-V functional and the def2-TZVPD basis.

Its LUMO energy (spin up / spin down) is -0.03735 / -0.05600 Ha. The calculation puts the HOMO energy (spin up / spin down) at -8.9 / -6.4 eV. The relative energy (zero: lowest compared OMol25 entry of this formula, charge and spin) is 89.8 kcal/mol. As for the max |F|: 0.095 hartree/bohr.

XYZ file:
```
12
Properties=species:S:1:pos:R:3:forces:R:3:lowdin_charge:R:1
C -0.701 -1.159 -1.439 2.300 -0.205 -4.176 -0.34
C -1.238 -0.746 -0.267 -3.039 0.333 3.787 -0.74
C -0.199 -0.469 0.862 0.513 -0.362 -1.488 -0.25
C 1.004 1.596 0.040 0.467 0.622 -0.101 -0.05
N -0.067 -1.253 -2.418 -1.193 -0.360 1.475 0.18
N 0.880 0.236 0.195 1.654 -0.595 0.599 -0.15
P -2.852 -0.637 0.200 0.714 0.014 -0.733 0.89
H -0.637 0.085 1.692 0.077 0.208 -0.226 0.09
H 0.035 -1.496 1.240 0.600 1.029 -0.243 0.13
H 0.305 2.062 0.729 0.485 0.927 -0.363 0.04
H 1.926 2.086 -0.498 -2.231 -1.283 1.368 0.09
H 1.545 -0.304 -0.337 -0.348 -0.328 0.101 0.11
```
Forces are in eV/Å.